1.
Formula: C43H42BrCoNO2PS2Se2
Source: the Open Molecules 2025 dataset
Level of theory: ωB97M-V with the def2-TZVPD basis set

Each line ends with the Löwdin charge.
CARTESIAN COORDINATES (ANGSTROEM)
Co: -15.9492 -10.2589 -10.7242  -0.18
C: -23.2811 -9.7408 -14.2453  -0.05
C: -23.0075 -10.5521 -12.9006  -0.51
C: -23.6948 -9.7863 -11.6971  -0.04
C: -23.5486 -11.9664 -13.0024  -0.05
C: -21.4766 -10.5092 -12.7467  -0.12
C: -20.9043 -10.7004 -11.4732  -0.09
C: -19.5878 -10.5662 -11.2517  -0.48
Br: -18.9435 -10.8011 -9.4381  0.82
C: -18.6711 -10.0950 -12.2809  -0.31
O: -17.4929 -9.6316 -12.1048  -0.06
C: -19.2204 -10.1615 -13.6284  -0.04
C: -20.5856 -10.3552 -13.8391  0.05
C: -18.2904 -9.8571 -14.7973  -0.51
C: -17.7183 -8.4096 -14.6855  -0.02
C: -19.0275 -10.0441 -16.1621  -0.06
C: -17.1527 -10.8760 -14.8165  -0.05
H: -24.3605 -9.5743 -14.3962  0.08
H: -22.9396 -10.2521 -15.1570  0.08
H: -22.8489 -8.7478 -14.1178  0.09
H: -24.7252 -9.5480 -11.8746  0.07
H: -23.2165 -8.8034 -11.5768  0.09
H: -23.6102 -10.3607 -10.7564  0.08
H: -24.6190 -11.9403 -13.2713  0.09
H: -23.4290 -12.5619 -12.0623  0.10
H: -23.0891 -12.4971 -13.8318  0.08
H: -21.5920 -10.7465 -10.6231  0.11
H: -20.9221 -10.3940 -14.8743  0.09
H: -18.3726 -7.6945 -15.2335  0.09
H: -16.7414 -8.3685 -15.2196  0.09
H: -17.5279 -8.1890 -13.6020  0.07
H: -19.7143 -9.2193 -16.3245  0.08
H: -19.6262 -10.9307 -16.2337  0.07
H: -18.2606 -10.0407 -16.9226  0.08
H: -16.5974 -10.8194 -13.8831  0.06
H: -16.4861 -10.7748 -15.7215  0.11
H: -17.4845 -11.9189 -14.9193  0.09
Se: -13.8324 -10.1650 -11.8593  0.43
P: -13.2957 -11.3532 -10.1022  0.34
Se: -15.2524 -11.7838 -9.0938  0.67
C: -12.3457 -10.3978 -8.8923  -0.44
C: -12.4589 -8.9979 -8.8144  -0.13
C: -11.7148 -8.2557 -7.8875  -0.11
C: -10.7246 -8.9000 -7.1626  -0.12
C: -10.5922 -10.3052 -7.2492  -0.10
C: -11.4963 -11.0600 -7.9787  -0.15
C: -12.5255 -13.0102 -10.4770  -0.37
C: -11.1722 -13.1219 -10.2286  -0.12
C: -10.6034 -14.3816 -10.3210  -0.08
C: -11.3289 -15.3743 -10.9757  -0.10
C: -12.6795 -15.2602 -11.2931  -0.07
C: -13.3409 -14.0518 -10.9517  -0.09
H: -13.2496 -8.5154 -9.4362  0.07
H: -11.8772 -7.1866 -7.8153  0.10
H: -10.0778 -8.3192 -6.5222  0.09
H: -9.8057 -10.8505 -6.6659  0.11
H: -11.4931 -12.1440 -7.8264  0.11
H: -10.5421 -12.2712 -9.9469  0.11
H: -9.6374 -14.6507 -9.9650  0.09
H: -10.7917 -16.2914 -11.2764  0.11
H: -13.2084 -16.0891 -11.7458  0.09
H: -14.4336 -13.9529 -10.8392  0.06
C: -17.5960 -20.2489 -15.9293  -0.08
C: -17.0502 -18.9683 -15.2757  -0.71
O: -16.1809 -18.2855 -15.8385  -0.01
S: -17.7928 -18.6267 -13.6989  1.05
C: -17.4184 -16.9658 -13.4094  -0.57
C: -16.1906 -16.3868 -13.5918  -0.06
C: -15.8887 -15.1243 -12.9838  0.00
C: -16.8517 -14.4511 -12.2505  -0.27
C: -18.1368 -14.9900 -12.1903  -0.03
C: -18.3831 -16.2431 -12.6958  -0.11
C: -16.6084 -13.1903 -11.6817  -0.08
C: -16.3100 -12.1154 -11.0869  -0.38
H: -17.5855 -21.0072 -15.1281  0.07
H: -16.8990 -20.5821 -16.6881  0.08
H: -18.6345 -20.0704 -16.2464  0.09
H: -15.3336 -16.9735 -14.0397  0.13
H: -14.9175 -14.6805 -13.1552  0.11
H: -18.9697 -14.4093 -11.7637  0.13
H: -19.3446 -16.7335 -12.6377  0.09
S: -16.6266 -6.4149 -8.0890  1.06
C: -16.5092 -8.0384 -8.6044  -0.47
N: -16.1769 -8.3028 -9.8609  -0.02
C: -15.8419 -7.1119 -10.5139  -0.28
C: -15.3820 -7.0144 -11.8616  -0.03
C: -15.0915 -5.7207 -12.3384  -0.05
C: -15.4395 -4.5835 -11.5630  -0.09
C: -15.9063 -4.6640 -10.2657  -0.10
C: -16.0524 -5.9366 -9.7094  -0.42
H: -16.9236 -8.8239 -7.9613  0.07
H: -15.0838 -7.9039 -12.4637  0.04
H: -14.6801 -5.5776 -13.3300  0.10
H: -15.1928 -3.6062 -11.8644  0.09
H: -16.1503 -3.7863 -9.6523  0.11

## Properties
- E_HOMO (alpha / beta) (Ha) = -0.1301 / -0.2606
- energy relative to the best compared isomer or geometry (same formula, charge and spin) (kJ/mol) = 354.9
- E_tot (eV) = -320173.6680
- total charge = 0
- 2S+1 = 5
- Kohn-Sham gap (alpha / beta) (eV) = 3.481 / 4.408
- LUMO level (alpha / beta) (eV) = -0.060 / -2.683

2.
Formula: C43H43AsClN4OP2S2TeY
Source: the Open Molecules 2025 dataset
Level of theory: ωB97M-V with the def2-TZVPD basis set

Each line ends with the Löwdin charge.
CARTESIAN COORDINATES (ANGSTROEM)
Y: 0.2457 0.3104 -0.0526  0.86
S: 2.4078 -0.9990 1.2319  0.51
C: 2.7175 -1.3512 -0.4097  -1.16
N: 1.8855 -0.9893 -1.3618  -0.11
C: 2.3266 -1.3896 -2.6161  -0.30
C: 1.6802 -1.1630 -3.8279  -0.03
C: 2.2564 -1.6328 -4.9914  -0.07
C: 3.4669 -2.3278 -4.9666  -0.09
C: 4.1216 -2.5612 -3.7715  -0.10
C: 3.5431 -2.0869 -2.6005  -0.48
S: 4.1236 -2.2211 -0.9686  1.03
H: 0.7544 -0.6119 -3.8483  0.06
H: 1.7594 -1.4483 -5.9352  0.11
H: 3.9028 -2.6844 -5.8905  0.10
H: 5.0620 -3.0959 -3.7486  0.11
Te: -2.2902 3.8576 -2.2641  1.29
C: -4.0799 4.2037 -3.3465  -0.54
C: -5.1734 3.3524 -3.2496  -0.13
C: -6.3114 3.6370 -3.9856  -0.16
N: -6.4361 4.6890 -4.7905  0.04
C: -5.3855 5.5001 -4.8737  -0.17
C: -4.1980 5.3071 -4.1857  -0.14
C: -2.6074 1.8447 -1.7970  -0.98
P: -1.4784 0.6619 -2.5479  0.80
C: -0.8305 1.4015 -4.0956  -0.43
C: -1.5592 1.4473 -5.2806  -0.08
C: -1.0401 2.0811 -6.3994  -0.08
C: 0.2154 2.6672 -6.3490  -0.09
C: 0.9537 2.6180 -5.1748  -0.07
C: 0.4322 1.9905 -4.0561  -0.16
C: -2.5108 -0.7018 -3.2320  -0.36
C: -1.9376 -1.9482 -3.4781  -0.11
C: -2.6744 -2.9587 -4.0762  -0.10
C: -4.0047 -2.7413 -4.4137  -0.11
C: -4.5943 -1.5147 -4.1422  -0.08
C: -3.8497 -0.5012 -3.5548  -0.11
P: -2.5477 1.3309 -0.0874  0.81
C: -2.7846 2.7708 1.0309  -0.38
C: -1.7108 3.6487 1.1983  -0.20
C: -1.8206 4.7616 2.0137  -0.10
C: -3.0065 5.0107 2.6953  -0.10
C: -4.0774 4.1453 2.5409  -0.08
C: -3.9694 3.0367 1.7089  -0.07
C: -4.0198 0.3239 0.3492  -0.39
C: -3.9834 -0.4318 1.5209  -0.12
C: -5.0878 -1.1651 1.9192  -0.09
C: -6.2386 -1.1685 1.1376  -0.10
C: -6.2726 -0.4438 -0.0446  -0.08
C: -5.1649 0.2981 -0.4351  -0.10
H: -5.1257 2.4835 -2.6086  0.05
H: -7.1794 2.9862 -3.9244  0.10
H: -5.4980 6.3519 -5.5377  0.10
H: -3.3769 6.0016 -4.3161  0.09
H: -2.5410 0.9931 -5.3354  0.10
H: -1.6210 2.1191 -7.3124  0.10
H: 0.6188 3.1595 -7.2250  0.10
H: 1.9359 3.0708 -5.1288  0.11
H: 1.0066 1.9692 -3.1394  0.03
H: -0.8995 -2.1201 -3.2137  0.09
H: -2.2119 -3.9165 -4.2851  0.10
H: -4.5795 -3.5286 -4.8859  0.10
H: -5.6317 -1.3420 -4.4011  0.10
H: -4.2938 0.4671 -3.3462  0.08
H: -0.7863 3.4765 0.6568  0.01
H: -0.9856 5.4459 2.1096  0.11
H: -3.0987 5.8808 3.3332  0.10
H: -5.0090 4.3387 3.0578  0.10
H: -4.8208 2.3781 1.5912  0.10
H: -3.0807 -0.4235 2.1248  0.10
H: -5.0575 -1.7375 2.8388  0.10
H: -7.1028 -1.7417 1.4495  0.10
H: -7.1646 -0.4492 -0.6589  0.11
H: -5.1739 0.8644 -1.3574  0.07
Cl: 1.2916 2.6067 -0.5889  -0.06
C: -4.1000 -3.2333 -0.8056  -0.02
N: -2.7327 -3.5523 -0.4113  -0.17
C: -2.3377 -4.9526 -0.3463  -0.02
C: -1.8446 -2.6233 -0.2053  -0.25
N: -1.0280 -1.8287 -0.0028  0.13
H: -4.7959 -3.5977 -0.0494  0.09
H: -4.3135 -3.6959 -1.7698  0.08
H: -4.2103 -2.1556 -0.9018  0.07
H: -2.9552 -5.4760 0.3857  0.09
H: -1.2942 -5.0262 -0.0518  0.10
H: -2.4690 -5.4189 -1.3251  0.09
C: -0.8666 2.1255 4.5697  -0.18
As: 0.5423 1.5197 3.4197  1.00
C: 1.6267 0.2908 4.4122  -0.21
C: 1.6448 2.9956 2.9104  -0.20
O: -0.1640 0.7712 2.1040  -0.68
H: -0.4627 2.7122 5.3937  0.05
H: -1.3893 1.2515 4.9547  0.05
H: -1.5511 2.7298 3.9763  0.02
H: 1.9648 0.7610 5.3347  0.04
H: 2.4800 0.0010 3.8022  -0.01
H: 1.0286 -0.5911 4.6340  0.05
H: 2.0090 3.5073 3.8004  0.05
H: 1.0606 3.6682 2.2871  0.01
H: 2.4750 2.6119 2.3190  0.03

## Properties
- E_HOMO (Ha) = -0.2450
- energy relative to the best compared isomer or geometry (same formula, charge and spin) (kJ/mol) = 0.0
- E_tot (eV) = -175247.3928
- total charge = 0
- 2S+1 = 1
- Kohn-Sham gap (eV) = 6.929
- LUMO level (eV) = 0.263

3.
Formula: C43H43BHfN5O4S2Se
Source: the Open Molecules 2025 dataset
Level of theory: ωB97M-V with the def2-TZVPD basis set

Each line ends with the Löwdin charge.
CARTESIAN COORDINATES (ANGSTROEM)
Hf: -0.5219 -0.1685 0.7158  1.08
S: 0.2344 2.3361 0.1265  0.71
C: -0.7873 2.9200 -1.0763  -0.61
N: -0.7588 4.1591 -1.4700  -0.06
C: -1.6052 4.6099 -2.5910  -0.07
C: -1.6946 3.5029 -3.6007  -0.07
N: -2.2031 2.2897 -2.9350  -0.05
C: -3.0450 1.3972 -3.7994  -0.07
C: -2.1730 0.7330 -4.8242  -0.23
C: -1.4184 -0.3868 -4.4798  -0.03
C: -0.5942 -0.9802 -5.4208  -0.05
C: -0.5199 -0.4601 -6.7078  -0.05
C: -1.2760 0.6482 -7.0572  -0.05
C: -2.1019 1.2454 -6.1146  -0.04
C: -1.7950 1.9848 -1.7403  -0.60
S: -2.3855 0.6274 -0.9065  0.75
C: 0.1196 5.1663 -0.8233  -0.09
C: 1.5669 5.0112 -1.2104  -0.25
C: 2.5406 4.9536 -0.2240  -0.06
C: 3.8816 4.8713 -0.5734  -0.07
C: 4.2523 4.8267 -1.9093  -0.06
C: 3.2797 4.8764 -2.9005  -0.05
C: 1.9432 4.9759 -2.5497  -0.03
H: -1.1345 5.4823 -3.0393  0.14
H: -2.5814 4.9092 -2.2027  0.16
H: -0.7251 3.2768 -4.0503  0.15
H: -2.3859 3.7636 -4.3988  0.15
H: -3.7882 2.0460 -4.2610  0.14
H: -3.5556 0.6899 -3.1532  0.09
H: -1.4948 -0.8093 -3.4837  0.10
H: -0.0239 -1.8609 -5.1589  0.11
H: 0.1174 -0.9297 -7.4438  0.12
H: -1.2359 1.0393 -8.0639  0.12
H: -2.7123 2.0945 -6.3983  0.12
H: -0.0144 5.0812 0.2547  0.12
H: -0.2755 6.1323 -1.1392  0.14
H: 2.2528 4.9967 0.8196  0.11
H: 4.6396 4.8592 0.1980  0.11
H: 5.2968 4.7757 -2.1823  0.12
H: 3.5657 4.8627 -3.9428  0.12
H: 1.1996 5.0495 -3.3351  0.11
O: 0.6172 -2.2857 -1.3286  0.09
B: -0.4835 -2.1272 -0.4890  -0.68
O: -1.3220 -3.2271 -0.5406  0.12
C: -0.7178 -4.0990 -1.4358  -0.20
C: -1.1557 -5.3398 -1.8433  0.02
C: -0.3457 -6.0048 -2.7593  -0.05
C: 0.8381 -5.4384 -3.2350  -0.05
C: 1.2626 -4.1803 -2.8162  0.02
C: 0.4482 -3.5412 -1.9083  -0.20
H: -2.0800 -5.7660 -1.4818  0.11
H: -0.6421 -6.9808 -3.1153  0.12
H: 1.4353 -5.9885 -3.9474  0.12
H: 2.1753 -3.7332 -3.1811  0.13
C: 4.7061 1.0530 0.5724  0.01
N: 4.3642 0.9959 1.9975  -0.10
C: 5.1563 1.4653 3.0250  0.01
C: 4.5050 1.2115 4.1782  0.01
N: 3.3178 0.5865 3.8491  -0.10
C: 2.3332 0.1178 4.8208  0.02
C: 3.2474 0.4646 2.5152  -0.62
Se: 1.9826 -0.4258 1.5065  0.77
H: 5.7498 1.3437 0.4987  0.11
H: 4.0745 1.7877 0.0766  0.09
H: 4.5645 0.0725 0.1262  0.09
H: 6.1098 1.9253 2.8409  0.14
H: 4.7786 1.4076 5.1989  0.14
H: 2.8614 -0.1563 5.7299  0.11
H: 1.8249 -0.7520 4.4129  0.06
H: 1.6136 0.9054 5.0274  0.09
C: -3.5466 -6.0150 1.6079  -0.01
O: -3.2770 -4.7501 2.2406  -0.07
C: -1.9852 -4.4009 2.4296  -0.21
C: -0.8806 -5.1085 1.9699  0.01
C: 0.3915 -4.6423 2.2653  -0.02
C: 0.5852 -3.4923 3.0252  -0.08
C: -0.5087 -2.7882 3.4978  -0.03
C: -1.7816 -3.2346 3.1818  -0.13
N: -2.9771 -2.6805 3.7317  0.18
C: -3.2485 -1.5837 4.3517  0.07
C: -2.4589 -0.3780 4.5260  -0.13
C: -2.6354 0.2847 5.7501  0.01
C: -1.9459 1.4470 6.0358  -0.03
C: -1.1011 1.9728 5.0600  -0.04
C: -0.9605 1.3537 3.8249  -0.03
C: -1.6512 0.1861 3.5463  -0.32
O: -1.6271 -0.3843 2.3109  -0.28
H: -4.6236 -6.1414 1.6507  0.11
H: -3.0557 -6.8209 2.1524  0.11
H: -3.2139 -5.9876 0.5707  0.08
H: -1.0073 -6.0087 1.3902  0.12
H: 1.2477 -5.1960 1.9062  0.13
H: 1.5846 -3.1686 3.2774  0.10
H: -0.3743 -1.9325 4.1448  0.11
H: -3.7422 -3.3556 3.6818  0.18
H: -4.2172 -1.5898 4.8435  0.17
H: -3.3085 -0.1389 6.4841  0.13
H: -2.0806 1.9458 6.9832  0.12
H: -0.5673 2.8947 5.2502  0.12
H: -0.3351 1.8245 3.0679  0.09

## Properties
- E_HOMO (Ha) = -0.5430
- energy relative to the best compared isomer or geometry (same formula, charge and spin) (kJ/mol) = 66.1
- E_tot (eV) = -149910.7776
- total charge = +3
- 2S+1 = 1
- Kohn-Sham gap (eV) = 6.098
- LUMO level (eV) = -8.678

4.
Formula: C43H43Br2F6N7NaO4P2S3Se2
Source: the Open Molecules 2025 dataset
Level of theory: ωB97M-V with the def2-TZVPD basis set

Each line ends with the Löwdin charge.
CARTESIAN COORDINATES (ANGSTROEM)
Na: 0.2591 0.0153 0.9421  0.05
F: 2.4852 -2.7224 5.6263  0.13
C: 2.6114 -2.1850 4.4111  -0.69
F: 3.7780 -1.5353 4.3579  0.13
F: 2.6212 -3.1563 3.5126  0.12
S: 1.2663 -0.9664 4.1081  0.60
O: 1.6238 -0.3410 2.8488  -0.33
O: 1.2585 -0.1186 5.2663  -0.28
N: 0.0727 -1.9888 4.0285  -0.28
S: -1.3517 -1.6099 3.4962  0.58
O: -1.3381 -0.4957 2.5767  -0.31
O: -2.0998 -2.7850 3.1886  -0.26
C: -2.2223 -0.9032 4.9629  -0.67
F: -3.5204 -0.7536 4.6762  0.13
F: -2.1186 -1.7118 6.0193  0.13
F: -1.7286 0.2895 5.2957  0.13
Br: -6.4485 2.5581 0.4370  0.73
C: -4.6802 1.8897 0.3004  -0.68
C: -3.6049 2.7095 0.5646  -0.10
C: -2.3360 2.1627 0.4183  -0.12
N: -2.1107 0.9086 0.0328  0.15
C: -3.1657 0.1403 -0.2189  -0.22
C: -4.4796 0.5823 -0.0870  -0.07
C: -2.9270 -1.2490 -0.7042  -0.23
C: -3.6564 -1.7278 -1.7872  -0.07
C: -3.4453 -3.0385 -2.1690  -0.66
Br: -4.3956 -3.7383 -3.6544  0.74
C: -2.5611 -3.8313 -1.4703  -0.10
C: -1.8893 -3.2479 -0.3998  -0.12
N: -2.0470 -1.9828 -0.0311  0.16
H: -3.7289 3.7351 0.8758  0.10
H: -1.4620 2.7709 0.6202  0.05
H: -5.3069 -0.0813 -0.2927  0.11
H: -4.3545 -1.0946 -2.3152  0.09
H: -2.3753 -4.8579 -1.7499  0.10
H: -1.1652 -3.8219 0.1677  0.08
Se: 0.5382 -0.4306 -2.1167  0.36
P: 1.4978 -2.3317 -1.8398  0.10
Se: 1.7381 -3.0333 0.1622  0.30
C: 0.5984 -3.5837 -2.8402  -0.39
C: 0.6892 -4.9297 -2.5021  -0.12
C: 0.0186 -5.8860 -3.2532  -0.10
C: -0.7550 -5.5007 -4.3390  -0.11
C: -0.8476 -4.1573 -4.6786  -0.11
C: -0.1689 -3.2021 -3.9363  -0.12
C: 3.1196 -2.3322 -2.7126  -0.38
C: 3.4576 -1.3349 -3.6169  -0.11
C: 4.6660 -1.3866 -4.3011  -0.09
C: 5.5415 -2.4395 -4.0863  -0.10
C: 5.2094 -3.4380 -3.1783  -0.09
C: 4.0075 -3.3825 -2.4918  -0.11
H: 1.2643 -5.2139 -1.6285  0.06
H: 0.0882 -6.9318 -2.9790  0.10
H: -1.2919 -6.2444 -4.9152  0.10
H: -1.4624 -3.8511 -5.5161  0.09
H: -0.2615 -2.1496 -4.1757  0.06
H: 2.7682 -0.5119 -3.7663  0.03
H: 4.9251 -0.5985 -4.9980  0.09
H: 6.4845 -2.4798 -4.6177  0.09
H: 5.8949 -4.2568 -2.9978  0.10
H: 3.7575 -4.1407 -1.7591  0.07
N: 0.5536 3.2600 -1.4757  -0.33
S: -0.0970 4.0616 -2.6455  0.99
C: -1.8224 3.6318 -2.8641  -0.40
C: -2.2112 2.3177 -3.0930  -0.07
C: -3.5598 2.0310 -3.2071  -0.06
C: -4.5095 3.0400 -3.0752  -0.09
C: -4.1123 4.3459 -2.8385  -0.08
C: -2.7588 4.6453 -2.7358  -0.10
C: 0.4680 3.4170 -4.2428  -0.38
C: 1.4797 2.4770 -4.2364  -0.10
C: 1.9512 1.9808 -5.4477  -0.07
C: 1.4188 2.4366 -6.6414  -0.09
C: 0.4039 3.3900 -6.6353  -0.09
C: -0.0759 3.8828 -5.4345  -0.09
H: 0.3857 2.2539 -1.5491  -0.08
H: -1.4686 1.5262 -3.1646  0.08
H: -3.8745 1.0119 -3.3898  0.10
H: -5.5641 2.8033 -3.1482  0.10
H: -4.8531 5.1265 -2.7217  0.10
H: -2.4290 5.6579 -2.5358  0.10
H: 1.8756 2.1295 -3.2903  0.07
H: 2.7275 1.2260 -5.4484  0.09
H: 1.7864 2.0469 -7.5822  0.10
H: -0.0157 3.7422 -7.5691  0.10
H: -0.8805 4.6091 -5.4202  0.11
C: 0.4853 4.5287 4.7138  -0.15
N: -0.5073 5.1658 3.7548  -0.18
C: 0.2321 6.1336 2.8555  -0.16
N: 1.4091 5.6000 2.2731  -0.15
C: 2.2938 5.0938 3.3097  -0.18
N: 1.6683 4.0532 4.0981  -0.15
C: 1.5562 2.7757 3.3824  -0.31
P: 1.1026 2.8400 1.5606  0.97
C: -1.1909 4.1270 2.9195  -0.15
C: 1.2290 4.6626 1.1553  -0.34
H: -0.0448 3.7137 5.2016  0.13
H: 0.7353 5.3085 5.4422  0.13
H: -1.1230 5.7388 4.3443  0.15
H: 0.4937 6.9948 3.4815  0.13
H: -0.4768 6.4317 2.0854  0.13
H: 2.5672 5.9246 3.9698  0.12
H: 3.2004 4.7017 2.8493  0.13
H: 0.8080 2.1692 3.8883  0.06
H: 2.5069 2.2466 3.4742  0.08
H: -1.7089 3.4588 3.6174  0.03
H: -1.9503 4.6771 2.3481  0.01
H: 0.3248 4.9315 0.6132  0.05
H: 2.0680 4.7837 0.4663  0.08
C: 2.7675 2.3279 0.8999  -0.29
H: 2.9573 1.2920 1.1918  0.03
H: 3.5987 2.9406 1.2616  0.03
H: 2.7362 2.3809 -0.1895  0.02

## Properties
- E_HOMO (Ha) = -0.1746
- energy relative to the best compared isomer or geometry (same formula, charge and spin) (kJ/mol) = 0.0
- E_tot (eV) = -406494.1720
- total charge = -1
- 2S+1 = 1
- Kohn-Sham gap (eV) = 6.529
- LUMO level (eV) = 1.776